Density functional theory data (the ωB97M-V functional and the def2-TZVPD basis) for one molecule with the formula C2H4Cl2S at a distorted geometry.

Computed properties:
* SMILES: CC(S)(Cl)Cl
* relative energy (zero: lowest compared OMol25 entry of this formula, charge and spin): 1.133 eV
* frontier orbital gap: 10.29 eV

Last column: Mulliken charge in e.
Positions of all 9 atoms, in Å:
C -0.40 -0.14 0.62  -1.213
C 0.40 0.81 -0.57  0.345
S 1.55 -0.39 -1.26  -0.157
Cl 1.30 2.14 0.39  -0.158
Cl -0.51 1.55 -1.85  -0.113
H -1.07 0.43 1.26  0.375
H -1.30 -0.56 0.11  0.349
H 0.33 -0.69 1.11  0.411
H 1.82 0.47 -2.28  0.162